(1)
Computed, not measured: a molecular structure, C6H6N at a distorted geometry, with wB97M-V/def2-TZVPD.

The value obtained for the HOMO energy is -14.7055 eV. The value obtained for the energy relative to the best compared isomer or geometry (same formula, charge and spin) is 60.25 kcal per mole. The electronic energy is -7797.1302 eV. As for the HOMO-LUMO gap: 8.683 eV.

Geometry as ORCA input:
```
! wB97M-V def2-TZVPD RIJCOSX def2/J DEFGRID3
* xyz 1 1
C 0.08620 -1.92072 0.31504
C -1.03752 -1.50389 0.88754
C 1.37815 1.74155 -0.65902
C -0.05834 -0.46760 -0.74570
C -0.81323 0.98200 0.47107
C 0.34080 0.94537 -0.40563
N -1.15803 -0.26240 0.20901
H 0.81288 -2.70171 0.32724
H -1.69523 -1.84299 1.66609
H 2.22513 1.37512 -1.21822
H 1.41525 2.75340 -0.28734
H -0.28073 -0.75836 -1.76416
H -1.21532 1.66023 1.20409
*
```

Atomic partial charges in e from the Mulliken method, atoms 1 to 8:
1 C -0.1652
2 C -0.4101
3 C -0.7394
4 C -0.1460
5 C -0.1523
6 C 0.4044
7 N 0.1252
8 H 0.3920

---

(2)
Computed, not measured: a molecular structure, C47H36CrN6O2P2, with wB97M-V/def2-TZVPD.

The value obtained for the HOMO energy (alpha / beta) is -7.3808 / -7.7017 eV. The value obtained for the energy relative to the best compared isomer or geometry (same formula, charge and spin) is 0.00 kcal per mole. The electronic energy is -109360.8918 eV. As for the HOMO-LUMO gap (alpha / beta): 6.528 / 6.774 eV. The expectation value of S² is 6.02.

Geometry as ORCA input:
```
! wB97M-V def2-TZVPD RIJCOSX def2/J DEFGRID3
* xyz 0 5
Cr -1.19472 -0.43101 0.22119
N -7.37053 7.23338 -2.71926
C -6.73254 6.33939 -2.38240
C -5.93429 5.22520 -1.96024
C -6.52345 3.97427 -1.79302
C -5.74764 2.90188 -1.38981
C -4.38785 3.07086 -1.14381
C -3.80903 4.32739 -1.30505
C -4.57418 5.40369 -1.71714
C -3.54516 1.92945 -0.68659
C -3.08459 1.99091 0.62265
C -3.51192 2.89254 1.64432
C -2.97165 2.45264 2.82437
C -2.21055 1.30299 2.50424
N -2.26417 1.03021 1.21139
C -3.33630 0.89183 -1.60423
C -3.92635 0.76756 -2.88611
C -3.55267 -0.46345 -3.38515
C -2.72811 -1.04188 -2.40616
N -2.58591 -0.24720 -1.34364
H -7.58169 3.84984 -1.97650
H -6.19432 1.92619 -1.25359
H -2.75373 4.45441 -1.10110
H -4.12810 6.37981 -1.84756
H -4.17101 3.73195 1.49980
H -3.09325 2.87307 3.80772
H -1.63979 0.67609 3.17200
H -4.55237 1.50052 -3.36593
H -3.82579 -0.90392 -4.32857
H -2.23405 -2.00075 -2.44767
N 2.67732 0.12027 0.81634
P 3.00855 -1.46648 0.19459
C 4.28256 -1.96731 1.39347
C 4.06925 -3.12805 2.12652
C 5.01209 -3.55135 3.05347
C 6.16407 -2.80910 3.25789
C 6.38004 -1.64114 2.53519
C 5.44540 -1.22559 1.60354
C 4.06725 -1.06691 -1.24541
C 4.84441 -2.08971 -1.78852
C 5.51547 -1.90897 -2.98640
C 5.40964 -0.70327 -3.67047
C 4.63836 0.31781 -3.13840
C 3.97269 0.13712 -1.93244
P 1.11648 0.80110 0.80620
C 1.27276 2.26299 -0.27074
C 2.38869 3.10009 -0.25740
C 2.44733 4.20037 -1.09325
C 1.38853 4.48140 -1.94908
C 0.27423 3.65843 -1.96974
C 0.21931 2.55110 -1.13249
C 1.08254 1.55745 2.45887
C 1.45347 0.79921 3.56893
C 1.35170 1.33603 4.84314
C 0.87000 2.62447 5.02254
C 0.48558 3.37739 3.92286
C 0.58786 2.84675 2.64621
H 3.14550 0.27946 1.70059
H 3.14875 -3.68099 1.99202
H 4.84094 -4.45584 3.62200
H 6.89789 -3.13801 3.98218
H 7.28157 -1.06376 2.69355
H 5.62247 -0.32784 1.02123
H 4.93033 -3.03788 -1.26684
H 6.12572 -2.70910 -3.38679
H 5.93111 -0.56277 -4.60798
H 4.55533 1.26453 -3.65743
H 3.38169 0.94557 -1.52558
H 3.21579 2.87237 0.40540
H 3.31812 4.84244 -1.08152
H 1.43903 5.34172 -2.60302
H -0.54748 3.86727 -2.64257
H -0.65561 1.90581 -1.15846
H 1.78340 -0.22721 3.44649
H 1.64332 0.74047 5.69801
H 0.79079 3.04068 6.01810
H 0.10110 4.37998 4.05575
H 0.27807 3.44028 1.79512
N 0.82597 -6.51188 -0.51830
C 0.76495 -5.42145 -0.87287
C 0.69510 -4.06057 -1.31437
C 1.36034 -3.65172 -2.46607
C 1.27319 -2.32516 -2.84532
C 0.53370 -1.46478 -2.05623
N -0.09647 -1.85643 -0.94085
C -0.02724 -3.13243 -0.57362
H 1.93705 -4.36192 -3.04152
H 1.79032 -1.95058 -3.71656
H 0.45124 -0.41270 -2.30430
H -0.53237 -3.40327 0.34024
O 1.02636 -2.07251 2.37550
C -0.18119 -2.10589 2.61271
O -1.10897 -1.54937 1.94252
H -0.53825 -2.65728 3.50627
*
```

Atomic partial charges in e from the Mulliken method, atoms 1 to 8:
1 Cr 0.1032
2 N -0.5307
3 C -0.1261
4 C 0.6188
5 C -0.9218
6 C -0.1615
7 C -0.9976
8 C -0.0644

---

(3)
Computed, not measured: a single C4H3NO2 molecule at a distorted geometry, with wB97M-V/def2-TZVPD.

The value obtained for the HOMO energy (alpha / beta) is -8.8798 / -8.8801 eV. The value obtained for the energy relative to the best compared isomer or geometry (same formula, charge and spin) is 76.17 kcal per mole. The electronic energy is -9778.3837 eV. As for the HOMO-LUMO gap (alpha / beta): 7.361 / 7.362 eV.

Geometry as ORCA input:
```
! wB97M-V def2-TZVPD RIJCOSX def2/J DEFGRID3
* xyz 0 1
N -1.66002 0.04453 1.44432
C -1.04163 -0.37546 0.40543
C -0.35005 0.62168 -0.47242
C 1.02478 0.65661 -0.69350
C 1.83611 -0.31875 -0.18448
O 2.56965 -1.12282 0.16265
O -0.83950 -1.47237 -0.20289
H -2.09762 -0.73138 1.94804
H -0.95358 1.30896 -1.07425
H 1.51186 1.38900 -1.33289
*
```

Atomic partial charges in e from the Mulliken method, atoms 1 to 8:
1 N -0.7238
2 C 0.4068
3 C -0.0039
4 C -0.5208
5 C 0.6900
6 O -0.1962
7 O -0.6159
8 H 0.2570

---

(4)
Computed, not measured: 8 unconnected molecules or ions with the total composition C28H77ClN7O11 at a distorted geometry, with wB97M-V/def2-TZVPD.

The value obtained for the HOMO energy is -5.8448 eV. The value obtained for the energy relative to the best compared isomer or geometry (same formula, charge and spin) is 81.24 kcal per mole. The electronic energy is -75748.1927 eV. As for the HOMO-LUMO gap: 8.331 eV.

Geometry as ORCA input:
```
! wB97M-V def2-TZVPD RIJCOSX def2/J DEFGRID3
* xyz -1 1
Cl 20.76090 0.87047 5.57007
O 20.29947 2.09383 6.23874
O 22.08518 0.69324 5.98753
O 19.93818 -0.21601 6.05240
O 20.64122 0.97833 4.17597
C 20.56046 4.60702 8.67230
C 19.17095 5.13708 8.40781
C 19.09762 6.62189 8.70263
O 17.69772 6.99102 8.93827
C 17.58402 8.10722 9.83610
N 18.74961 4.87565 7.03071
H 20.74641 3.55225 8.46982
H 20.82433 4.65274 9.72889
H 21.32949 5.09487 8.07338
H 18.54761 4.47877 9.01294
H 19.49795 7.27382 7.92622
H 19.65152 6.78803 9.62659
H 16.55833 8.46498 9.92594
H 18.16998 8.95975 9.49269
H 17.96804 8.01877 10.85237
H 19.18555 3.99061 6.81444
H 19.42250 5.56762 6.73323
C 19.15526 -0.31942 9.32799
C 20.17933 0.80969 9.66847
C 19.77583 1.43651 10.99616
O 18.47026 1.97432 10.77607
C 18.09482 2.97372 11.70432
N 21.55132 0.31530 9.68828
H 18.91932 -0.85948 10.24492
H 19.55518 -1.14930 8.74534
H 18.20447 0.02088 8.91774
H 20.04474 1.60043 8.93043
H 20.44615 2.25778 11.24972
H 19.84872 0.73842 11.83010
H 17.14543 3.50920 11.70021
H 18.74870 3.83608 11.57441
H 18.11868 2.68606 12.75541
H 22.12353 1.13326 9.84201
H 21.70364 -0.03820 8.75450
C 16.24487 0.32011 6.29699
C 16.14370 1.85758 6.48214
C 16.15957 2.39315 7.89454
O 15.99488 3.80989 7.88716
C 15.63209 4.32502 9.15277
N 17.17554 2.57293 5.71962
H 15.34404 -0.11772 6.72700
H 17.11730 0.07749 6.90371
H 16.30974 -0.05914 5.27716
H 15.15766 2.14489 6.11706
H 17.13935 2.26083 8.35347
H 15.31364 1.93878 8.41034
H 15.97898 3.84329 10.06694
H 14.54360 4.34867 9.20515
H 15.88696 5.38382 9.19843
H 18.11176 2.30174 5.98428
H 17.09790 2.06919 4.84765
C 21.73123 4.01192 3.14620
C 20.54066 3.94030 2.12343
C 20.79766 3.09197 0.79721
O 19.62673 3.09636 -0.03623
C 19.61430 4.08090 -1.04583
N 19.38553 3.31972 2.77859
H 21.50201 4.58148 4.04685
H 22.58557 4.55611 2.74364
H 22.20127 3.07112 3.43262
H 20.23867 4.98278 2.02277
H 21.03137 2.09909 1.18149
H 21.60618 3.54819 0.22602
H 19.48094 5.10607 -0.70036
H 18.81279 3.85450 -1.74899
H 20.52592 4.10800 -1.64275
H 18.83041 3.09320 1.96579
H 19.74840 2.43704 3.10917
C 22.20706 -2.70746 7.63793
C 21.96880 -3.80345 6.60090
C 21.14519 -4.97667 7.16245
O 21.86254 -5.82485 8.00051
C 21.43795 -7.15300 8.01320
N 21.41145 -3.24373 5.44059
H 22.48030 -3.14721 8.59712
H 21.27857 -2.20805 7.91472
H 23.00762 -2.03516 7.32935
H 22.93315 -4.23745 6.33676
H 20.55460 -5.50206 6.41194
H 20.34277 -4.49955 7.72511
H 20.34815 -7.16155 8.03205
H 21.81661 -7.66188 8.89963
H 21.67921 -7.61044 7.05370
H 22.04203 -2.66477 4.90462
H 20.65337 -2.58901 5.56999
C 18.44889 -2.44991 3.79923
C 17.53789 -3.65436 4.22413
C 16.59637 -4.24590 3.22358
O 17.31926 -4.45020 2.01367
C 16.69732 -5.33079 0.99446
N 18.54307 -4.63142 4.64753
H 19.11023 -2.03711 4.56102
H 17.80912 -1.58679 3.61532
H 18.90812 -2.62762 2.82680
H 16.95538 -3.33746 5.08921
H 15.72625 -3.62135 3.02127
H 16.09660 -5.12484 3.63075
H 17.30739 -5.67515 0.15940
H 15.79022 -4.81271 0.68322
H 16.43595 -6.27366 1.47486
H 19.28235 -4.13895 5.12820
H 18.85995 -5.16634 3.85157
C 24.97718 -2.00047 2.10284
C 24.76917 -0.81120 3.04621
C 24.23359 0.46874 2.26940
O 25.08299 0.87880 1.24869
C 24.54641 1.88519 0.37698
N 23.72971 -1.24900 4.01540
H 24.16042 -2.34637 1.46931
H 25.41460 -2.88103 2.57336
H 25.69270 -1.79955 1.30549
H 25.66565 -0.51414 3.59045
H 23.89564 1.25903 2.93972
H 23.36785 0.13143 1.69947
H 23.97668 1.38629 -0.40699
H 25.29678 2.57317 -0.01254
H 23.89944 2.51869 0.98378
H 23.26786 -0.41368 4.34561
H 24.10074 -1.70825 4.83486
*
```

Atomic partial charges in e from the Mulliken method, atoms 1 to 8:
1 Cl 1.1351
2 O -0.2912
3 O -0.7733
4 O -0.2852
5 O -0.7734
6 C -1.5339
7 C 1.6780
8 C -1.0416

---

(5)
Computed, not measured: a single C3H5FS molecule at a distorted geometry, with wB97M-V/def2-TZVPD.

The value obtained for the HOMO energy is -8.9944 eV. The value obtained for the energy relative to the best compared isomer or geometry (same formula, charge and spin) is 13.14 kcal per mole. The electronic energy is -16743.6036 eV. As for the HOMO-LUMO gap: 8.704 eV.

Geometry as ORCA input:
```
! wB97M-V def2-TZVPD RIJCOSX def2/J DEFGRID3
* xyz 0 1
C 0.95488 -0.73832 -0.30357
C -0.33714 -0.50437 0.35598
S -1.34732 -1.43628 1.26155
C -0.72494 0.94253 0.11483
F 0.02173 1.49305 -1.00091
H 1.50286 0.17410 0.00176
H 0.82552 -0.69475 -1.34663
H 1.38468 -1.68403 0.10313
H -1.82377 0.96913 -0.22298
H -0.45650 1.47894 1.03682
*
```

Atomic partial charges in e from the Mulliken method, atoms 1 to 8:
1 C -0.8367
2 C 0.2047
3 S -0.2360
4 C -0.2859
5 F -0.3100
6 H 0.2903
7 H 0.2990
8 H 0.2977